# C38H45BrN4O4S2Y

A molecular structure, C38H45BrN4O4S2Y (ωB97M-V/def2-TZVPD, OMol25).

Element x y z (Å)
Y1 0.025100 0.037200 0.174600
O1 -3.983100 1.759500 -3.008500
C1 -4.055300 0.404900 -3.154300
C2 -5.137500 -0.208300 -3.769000
C3 -5.184400 -1.584600 -3.887500
C4 -4.131300 -2.357300 -3.426300
C5 -3.054900 -1.750600 -2.804600
C6 -3.016700 -0.377400 -2.638700
C7 -1.885900 0.327700 -1.895100
O2 -0.906300 -0.492800 -1.422400
N1 -2.515800 1.057900 -0.768100
N2 -2.060300 0.844400 0.449900
C8 -2.653400 1.297900 1.508200
C9 -2.128400 1.116700 2.816500
Br1 -0.830400 -0.390100 2.900000
C10 -2.409400 1.776000 3.955100
C11 -3.229200 2.964500 4.061100
C12 -3.400000 3.877600 3.008900
C13 -4.203100 4.990300 3.162000
C14 -4.857000 5.221200 4.364200
C15 -4.675000 4.344100 5.423100
C16 -3.864700 3.235700 5.282600
H1 -4.720700 2.169100 -3.481400
H2 -5.942200 0.405300 -4.147000
H3 -6.038700 -2.051100 -4.350800
H4 -4.145300 -3.426900 -3.559900
H5 -2.217000 -2.335700 -2.452900
H6 -1.466900 1.105000 -2.575100
H7 -3.382500 1.562200 -0.941200
H8 -3.594800 1.838400 1.439700
H9 -2.001100 1.406600 4.886100
H10 -2.852300 3.742900 2.087700
H11 -4.316900 5.683800 2.342700
H12 -5.499400 6.080900 4.473400
H13 -5.170100 4.530200 6.362900
H14 -3.740100 2.555300 6.110700
O3 2.072000 -0.004400 -0.461100
S1 2.905700 0.245500 -1.732000
C17 2.977300 2.075900 -1.951600
C18 3.949900 2.847400 -1.077500
C19 3.541500 2.894000 0.397100
C20 2.432700 3.903200 0.689200
S2 0.966100 3.201900 1.558900
O4 0.496800 2.086700 0.630700
C21 1.851900 2.350000 2.887500
C22 2.219500 1.019500 2.772100
C23 2.916300 0.407200 3.802100
C24 3.219400 1.120600 4.951600
C25 2.814500 2.441100 5.079300
C26 2.131100 3.062600 4.044400
C27 4.586200 -0.083300 -1.151800
C28 4.827800 -0.334400 0.188400
C29 6.120900 -0.582900 0.611800
C30 7.160100 -0.595700 -0.306200
C31 6.904300 -0.371600 -1.650900
C32 5.613600 -0.117900 -2.083400
H15 1.943700 2.397900 -1.807300
H16 3.234000 2.198100 -3.002800
H17 4.031600 3.864200 -1.467200
H18 4.942000 2.400100 -1.153800
H19 4.418600 3.145100 0.993300
H20 3.229800 1.894500 0.698500
H21 2.022200 4.338600 -0.222700
H22 2.772600 4.714000 1.329600
H23 1.948500 0.450100 1.879700
H24 3.207600 -0.628100 3.721000
H25 3.757300 0.638100 5.753000
H26 3.030400 2.980600 5.989600
H27 1.814300 4.090700 4.134900
H28 4.012200 -0.324900 0.897200
H29 6.315400 -0.763400 1.656900
H30 8.166500 -0.786200 0.027600
H31 7.712200 -0.394900 -2.363500
H32 5.409000 0.057800 -3.128000
C33 -0.258700 -4.860500 0.452200
C34 -0.574900 -3.352600 0.574900
N3 0.601600 -2.545400 0.221000
C35 1.699300 -2.868300 1.141900
C36 2.035600 -4.375600 1.087000
N4 1.164500 -5.004700 0.069000
C37 1.394200 -4.381400 -1.253800
C38 1.010700 -2.890200 -1.149700
H33 -0.877100 -5.340200 -0.308900
H34 -0.427800 -5.378300 1.398400
H35 -0.872900 -3.115200 1.599500
H36 -1.396000 -3.074700 -0.091600
H37 1.402800 -2.584000 2.156200
H38 2.572100 -2.276000 0.854400
H39 1.860100 -4.857400 2.051000
H40 3.079600 -4.540400 0.811900
H41 1.391900 -6.001200 0.011300
H42 0.789700 -4.896600 -2.002600
H43 2.444200 -4.506000 -1.527700
H44 0.184600 -2.643100 -1.820300
H45 1.858500 -2.261100 -1.426900

Atomic forces in eV per Å
2.2 -0.9 2.9
0.0 0.2 0.1
-0.1 -0.8 -0.1
0.1 0.2 0.1
0.1 0.0 0.0
0.0 -0.1 0.0
0.0 0.1 0.0
0.3 0.5 0.1
-1.3 0.6 -1.5
-1.2 -0.8 -2.2
-0.2 0.4 -0.3
-1.6 0.6 1.1
-0.3 -0.1 -1.2
0.5 -0.3 0.9
-0.6 0.3 0.6
0.4 -0.6 -0.4
-0.5 0.6 0.0
0.2 -0.1 0.2
-0.1 0.0 0.0
0.1 -0.1 -0.1
-0.1 0.1 0.0
0.1 -0.2 -0.3
0.1 0.0 0.1
-0.1 0.0 -0.1
-0.1 0.0 -0.1
0.0 -0.1 0.0
0.0 -0.1 0.1
-0.1 -0.4 0.3
0.2 -0.1 0.1
0.0 0.0 -0.1
0.1 -0.1 0.0
0.0 0.1 -0.1
0.0 0.1 -0.1
0.0 0.1 0.0
0.0 0.0 0.1
0.0 -0.1 0.1
1.0 -0.1 -0.7
1.1 0.5 0.4
0.1 -0.2 0.0
0.0 -0.1 0.3
0.1 -0.1 -0.1
-0.4 -0.3 0.1
1.1 0.1 0.3
0.2 0.7 0.0
-0.3 0.2 -0.1
-0.1 -0.2 -0.3
-0.1 0.1 -0.1
0.0 0.0 0.0
0.1 0.0 0.0
-0.1 0.1 -0.1
-0.3 -0.2 -0.3
-0.4 0.1 0.1
0.1 0.0 -0.1
-0.1 0.0 0.0
0.0 0.0 0.0
-0.2 0.0 0.0
-0.1 -0.1 -0.1
-0.1 -0.1 -0.1
0.0 0.0 -0.1
0.0 0.1 -0.1
-0.1 0.0 0.1
0.1 0.0 0.0
-0.1 0.1 0.0
-0.1 0.1 0.1
0.4 0.2 0.3
0.1 -0.1 0.0
0.0 0.0 0.1
0.0 0.1 0.0
0.0 0.2 0.1
0.0 0.1 0.1
0.0 0.0 0.1
0.2 0.0 0.0
0.1 0.0 -0.1
0.0 0.0 -0.2
-0.9 0.0 0.2
-0.3 0.0 0.1
0.0 0.1 0.1
0.2 0.1 0.1
0.6 0.3 0.7
0.1 -0.7 0.0
0.2 0.3 -0.8
0.0 0.2 -0.3
0.2 0.0 0.0
0.2 0.0 -0.1
0.0 0.0 -0.1
0.1 0.0 0.1
0.1 0.0 -0.1
-0.1 0.0 0.1
-0.1 -0.1 -0.2
-0.2 -0.1 -0.1
0.0 0.1 0.0
0.0 -0.1 0.2
-0.1 -0.1 0.2
0.1 0.0 0.1
-0.1 -0.1 0.0

Results
ΔE to the lowest compared entry with this formula, charge and spin: 111.6 kJ/mol
orbital gap: 7.1974 eV
charge: +3